Density functional theory data (the ωB97M-V functional and the def2-TZVPD basis) for 2 unconnected molecules or ions with the total composition C32H45Cl2NO3S2 at a distorted geometry.

Summary:
HOMO level   -8.63 eV
Orbital gap   6.895 eV
Multiplicity   1

Positions of all 85 atoms, in Å:
Cl 2.964 -5.082 -0.608
Cl 2.306 -1.807 -3.410
S 7.560 2.059 -2.400
S 4.746 1.719 -3.760
O 0.221 -3.431 -1.487
O -6.302 -0.077 0.570
O -0.311 -1.561 3.560
N 6.228 4.005 -4.149
C 0.313 -2.383 -0.657
C -6.387 -2.186 4.289
C 4.632 4.197 -6.270
C 1.549 -1.372 1.690
C -4.880 0.073 0.163
C -2.422 0.115 1.432
C -0.012 -1.285 2.284
C 5.258 4.997 -3.545
C 6.154 2.644 -3.491
C 2.831 -0.909 2.605
C 7.374 0.206 -2.003
C 2.565 -4.907 -3.451
C 3.427 -2.615 -2.160
C -2.073 -1.036 -1.501
C -7.941 0.523 4.010
C -1.152 -0.876 1.130
C 6.062 -1.490 -0.252
C -9.463 1.108 5.968
C -2.625 -0.312 -2.600
C -8.506 -0.878 3.744
C 4.321 -0.993 1.889
C -8.032 0.993 5.463
C 1.723 -1.949 0.130
C -0.995 -1.409 -0.283
C 3.206 -2.046 -0.610
C 3.448 -4.259 -2.230
C 6.128 3.923 -5.656
C -3.897 -0.594 1.338
C 5.725 5.525 -2.028
C 6.266 0.077 -0.801
C 4.489 -1.526 0.314
C -7.873 -2.003 4.568
H 4.911 5.256 -1.231
H 2.505 -6.079 -3.231
H 4.532 -2.267 -2.451
H -2.199 0.659 2.451
H -7.555 1.978 5.540
H -3.758 -1.723 1.030
H 5.256 -0.639 2.532
H 5.836 6.714 -2.057
H -9.587 -0.877 3.924
H 4.577 -4.601 -2.414
H 3.039 -4.778 -4.524
H 5.197 0.384 -1.235
H 8.444 -0.128 -1.615
H -5.995 -3.017 4.883
H -7.464 0.326 6.120
H -6.548 -0.996 0.196
H -3.037 0.237 -3.572
H 6.788 -1.584 0.684
H 4.156 4.571 -3.436
H 4.619 3.902 -7.418
H -4.391 -0.488 2.420
H 6.865 4.709 -6.161
H -8.476 1.237 3.371
H 6.265 -2.294 -1.083
H 4.356 5.354 -6.229
H -10.037 1.810 5.351
H 5.232 5.986 -4.207
H -8.029 -1.830 5.637
H 3.761 3.624 -5.736
H -8.379 -1.105 2.677
H -8.389 -2.940 4.330
H -6.893 0.561 3.692
H 6.507 0.815 0.077
H -5.815 -1.293 4.554
H -9.975 0.143 5.958
H 1.457 -4.532 -3.512
H -2.379 0.972 0.601
H -6.214 -2.410 3.234
H -4.765 -0.576 -0.828
H 7.079 -0.339 -2.995
H -4.583 1.170 -0.115
H 2.647 -0.514 3.692
H -9.471 1.479 6.997
H 6.504 2.842 -5.985
H 6.780 5.104 -1.719